Below is 8 unconnected molecules or ions with the total composition C3H21NO8S in a non-equilibrium geometry, with properties calculated with wB97M-V/def2-TZVPD.

Geometry as XYZ:
```
34
Properties=species:S:1:pos:R:3:forces:R:3
C 1.635 1.054 0.580 0.75 -1.33 0.50
C 1.258 1.902 -0.602 -0.22 1.06 -0.48
S 1.761 3.666 -0.312 -0.22 -0.22 -0.31
N 0.632 0.006 0.833 0.12 1.45 0.83
C 1.011 -0.902 1.884 -0.17 -2.22 -1.69
O 0.773 -2.260 1.500 0.03 0.10 -0.99
H 2.668 0.616 0.450 -0.59 -0.02 -0.38
H 1.802 1.600 1.523 -0.59 0.28 -0.55
H 0.175 1.791 -0.832 0.32 0.30 0.52
H 1.706 1.556 -1.538 0.30 -0.13 0.24
H 0.219 -0.401 0.016 0.04 -0.25 -0.12
H 0.361 -0.907 2.755 0.47 1.17 0.71
H 2.105 -0.751 2.002 -0.44 0.05 0.90
H -1.654 -1.909 -0.434 -0.34 0.00 0.46
H -1.483 -2.261 1.015 0.03 -0.13 -0.03
O -2.185 -2.202 0.346 0.26 0.25 -0.11
H -2.393 1.756 -1.873 0.09 0.02 0.40
H -3.359 2.237 -0.739 0.43 -0.14 0.06
O -3.250 2.152 -1.689 -0.48 0.10 -0.41
H 0.249 3.402 1.423 0.21 -0.20 -0.23
H -0.507 2.056 1.520 0.28 0.00 -0.10
O -0.274 2.839 2.032 -0.58 0.19 0.48
H 2.301 -2.220 -0.804 -0.06 -0.46 -0.04
H 1.074 -2.450 0.458 0.06 -0.22 1.55
O 1.541 -2.827 -0.799 0.20 1.23 -0.31
H 0.507 -1.905 -1.196 -0.65 -0.75 -0.85
H -0.734 -2.389 -2.057 0.16 0.17 0.14
O -0.430 -1.550 -1.676 0.12 -0.36 0.35
H 0.277 -1.152 -3.205 0.88 0.15 0.05
H 1.812 -1.269 -3.166 -0.15 -0.09 0.18
O 1.086 -1.090 -3.768 -0.31 0.12 -0.66
H -2.324 0.841 2.586 -0.14 0.23 0.02
H -3.128 0.189 1.504 -0.12 -0.07 0.11
O -3.234 0.782 2.264 0.32 -0.27 -0.25
```
Forces are in eV/Å.

Summary:
Kohn-Sham gap	6.217	eV
energy	-1181.76950	hartree
energy relative to the best compared isomer or geometry (same formula, charge and spin)	68.4	kJ/mol
LUMO energy	5.49	eV
total charge	-2
spin multiplicity	1

***

Below is a molecular structure, C48H42As2BN7ReS in a non-equilibrium geometry, with properties calculated with wB97M-V/def2-TZVPD.

Geometry as XYZ:
```
102
Properties=species:S:1:pos:R:3:forces:R:3
Re 0.284 -0.513 1.688 1.10 -0.51 0.73
C 3.037 -4.475 -2.044 -0.06 0.01 0.05
C 2.914 -3.083 -1.935 0.06 -0.20 -0.15
N 2.035 -2.743 -1.000 -0.50 -1.26 0.22
N 1.579 -3.903 -0.485 -0.38 -0.68 0.01
C 2.178 -4.958 -1.092 -0.07 -0.23 -0.17
B 0.937 -4.008 0.895 0.43 0.28 -0.60
N -0.516 -3.475 1.087 -0.14 -0.15 -0.10
C -1.602 -4.248 1.181 0.07 0.19 -0.04
C -2.672 -3.490 1.639 -0.05 0.14 0.00
C -2.153 -2.222 1.815 -0.15 -0.35 0.01
N -0.852 -2.216 1.456 0.01 0.29 -0.06
N 1.860 -3.188 1.841 -0.09 -0.19 0.61
C 2.933 -3.703 2.445 -0.03 0.27 0.01
C 3.733 -2.669 2.918 -0.04 0.13 0.00
C 3.058 -1.518 2.563 0.28 -0.03 0.12
N 1.926 -1.837 1.908 -0.45 0.64 -0.33
H 3.672 -5.028 -2.714 -0.03 -0.03 0.01
H 3.459 -2.333 -2.485 -0.14 -0.15 -0.05
H 1.938 -5.972 -0.819 0.03 0.01 0.08
H 0.930 -5.154 1.209 -0.01 -0.08 0.20
H -1.557 -5.293 0.925 0.09 -0.02 0.04
H -3.677 -3.825 1.826 0.00 0.00 0.02
H -2.626 -1.332 2.199 0.03 -0.02 -0.05
H 3.072 -4.769 2.505 -0.01 -0.02 -0.12
H 4.664 -2.750 3.449 0.01 0.01 -0.02
H 3.321 -0.489 2.751 -0.08 0.02 0.00
C -1.267 -1.515 -1.885 0.67 -0.20 -0.28
C -2.313 -0.673 -1.153 0.21 -0.25 -0.02
As -1.483 0.728 -0.012 -0.76 0.02 -0.61
C -2.816 1.176 1.355 0.16 -0.22 0.05
C -2.487 2.232 2.205 0.09 -0.08 -0.05
C -3.362 2.624 3.206 0.02 -0.03 0.02
C -4.570 1.958 3.366 -0.02 0.03 0.04
C -4.910 0.917 2.514 -0.02 -0.06 -0.01
C -4.034 0.523 1.510 0.00 0.03 -0.08
C -1.815 2.312 -1.151 0.26 0.37 0.12
C -3.135 2.748 -1.210 0.01 -0.22 0.24
C -3.495 3.799 -2.041 -0.03 0.01 -0.08
C -2.538 4.436 -2.814 -0.01 0.01 -0.01
C -1.218 4.011 -2.755 -0.03 -0.02 0.06
C -0.860 2.955 -1.930 0.15 0.01 0.14
As 0.061 -0.222 -2.612 -0.45 1.65 0.54
C 2.008 -0.066 -2.563 -0.03 -0.39 -0.05
C 2.559 0.716 -3.576 -0.10 -0.22 -0.09
C 3.891 1.103 -3.501 0.00 0.06 0.01
C 4.668 0.736 -2.412 0.10 -0.03 -0.05
C 4.109 -0.020 -1.390 -0.04 0.27 -0.03
C 2.779 -0.404 -1.459 -0.08 1.34 0.43
C -0.416 -0.178 -4.482 0.05 -0.45 0.11
C -0.234 -1.344 -5.227 -0.06 0.22 -0.14
C -0.623 -1.374 -6.558 0.04 -0.15 0.05
C -1.209 -0.257 -7.138 -0.04 0.05 -0.04
C -1.410 0.893 -6.390 0.01 -0.01 0.00
C -1.012 0.936 -5.061 0.04 0.04 0.15
H -1.708 -2.030 -2.739 -0.02 -0.10 0.11
H -0.773 -2.227 -1.245 0.08 -0.36 0.25
H -2.968 -1.318 -0.566 0.02 0.05 0.07
H -2.930 -0.146 -1.882 0.00 0.20 0.14
H -1.554 2.768 2.055 -0.04 0.05 0.06
H -3.103 3.448 3.858 -0.02 0.01 0.00
H -5.253 2.255 4.150 -0.01 0.02 -0.01
H -5.859 0.410 2.627 -0.01 0.02 0.00
H -4.315 -0.280 0.838 -0.05 0.02 0.03
H -3.894 2.268 -0.607 -0.06 0.06 -0.01
H -4.529 4.116 -2.079 0.00 0.00 0.00
H -2.814 5.263 -3.454 -0.02 -0.01 -0.01
H -0.460 4.501 -3.352 0.00 0.01 0.01
H 0.180 2.664 -1.897 -0.08 -0.18 -0.12
H 1.956 1.013 -4.425 0.06 -0.03 -0.05
H 4.319 1.693 -4.300 0.00 0.01 0.00
H 5.705 1.039 -2.357 0.02 0.00 -0.03
H 4.714 -0.312 -0.540 -0.01 0.00 0.03
H 2.340 -1.003 -0.669 0.29 0.63 -0.17
H 0.205 -2.221 -4.770 0.07 -0.05 -0.01
H -0.474 -2.277 -7.134 -0.02 0.03 -0.04
H -1.518 -0.288 -8.174 0.00 0.00 0.00
H -1.884 1.758 -6.836 0.02 0.00 -0.03
H -1.173 1.829 -4.469 -0.01 0.00 -0.04
S 0.961 3.092 4.404 -0.03 -0.28 -0.20
C 1.103 3.722 2.788 -0.03 -0.30 -0.10
C 1.196 5.046 2.380 0.01 0.12 0.08
C 1.279 5.304 1.026 -0.02 -0.01 -0.02
C 1.296 4.260 0.099 0.08 -0.05 0.01
C 1.199 2.945 0.504 0.18 -0.20 0.20
C 1.083 2.670 1.862 0.07 0.47 -0.19
N 0.927 1.413 2.450 -0.17 -0.53 -0.12
C 0.847 1.505 3.772 0.05 0.45 0.10
C 0.620 0.310 4.549 -0.06 -0.18 0.02
C 0.714 0.248 5.937 0.06 0.05 -0.14
C 0.516 -0.964 6.575 -0.03 0.00 0.07
C 0.208 -2.096 5.831 0.08 0.05 -0.05
C 0.096 -2.027 4.447 -0.07 -0.25 -0.19
C 0.307 -0.826 3.790 -0.37 0.50 -0.49
H 1.201 5.855 3.098 -0.01 -0.01 0.02
H 1.333 6.325 0.676 0.05 0.01 0.04
H 1.401 4.487 -0.953 -0.03 0.01 0.01
H 1.250 2.124 -0.198 0.03 -0.06 -0.15
H 0.961 1.137 6.505 -0.01 -0.02 0.04
H 0.608 -1.029 7.650 -0.01 0.00 0.00
H 0.075 -3.050 6.322 -0.05 0.02 0.04
H -0.132 -2.932 3.896 -0.02 0.03 0.00
```
Forces are in eV/Å.

Summary:
Kohn-Sham gap (spin up / spin down)	4.749 / 4.375	eV
energy	-7209.94439	hartree
energy relative to the best compared isomer or geometry (same formula, charge and spin)	348.0	kJ/mol
LUMO energy (spin up / spin down)	-7.01 / -7.40	eV
total charge	+2
spin multiplicity	4

***

Below is a molecular structure, C2H7ClNO12P2Ti in a non-equilibrium geometry, with properties calculated with wB97M-V/def2-TZVPD.

Geometry as XYZ:
```
26
Properties=species:S:1:pos:R:3:forces:R:3
Ti -0.443 -0.208 -0.356 0.56 0.03 -2.38
O -1.180 -1.356 -2.600 -0.02 -0.55 0.04
P -0.702 -2.574 -1.652 0.16 -0.81 -0.89
O -1.212 -3.869 -2.068 0.06 -0.13 0.11
O -0.945 -1.989 -0.254 -0.68 -1.63 -0.26
O 0.940 -2.475 -1.838 -0.14 0.18 0.21
P 1.669 -1.159 -1.252 0.74 -0.40 -0.25
O 3.115 -1.226 -1.871 0.03 -0.15 0.03
O 0.909 0.066 -1.749 0.94 0.21 -0.73
O 1.607 -1.129 0.245 -0.12 0.04 -0.06
H -1.636 -1.683 -3.385 -0.01 0.09 0.02
H 3.623 -1.988 -1.552 -0.07 0.18 -0.11
O -2.441 0.167 -0.681 -0.48 -0.47 0.00
Cl -2.265 1.609 -0.509 -1.68 1.93 0.26
O -3.066 2.317 -1.419 -0.08 0.03 -0.29
O -2.529 1.968 0.836 -0.14 0.16 0.25
O -0.844 1.822 -0.797 0.49 0.26 -0.35
C 1.143 1.982 1.627 0.00 0.12 0.09
C 0.245 0.916 2.149 0.19 -0.07 0.27
N 0.215 0.645 3.446 -0.32 0.10 -0.04
O -0.466 0.240 1.375 0.40 0.97 4.03
H 1.739 2.433 2.416 0.04 -0.01 -0.02
H 0.536 2.744 1.138 -0.03 -0.01 -0.01
H 1.794 1.540 0.871 0.02 -0.03 0.02
H 0.631 1.264 4.120 0.10 -0.05 -0.01
H -0.437 -0.058 3.759 0.04 0.01 0.08
```
Forces are in eV/Å.

Summary:
Kohn-Sham gap (spin up / spin down)	8.201 / 11.038	eV
energy	-3030.56527	hartree
energy relative to the best compared isomer or geometry (same formula, charge and spin)	125.4	kJ/mol
LUMO energy (spin up / spin down)	-0.01 / -0.01	eV
total charge	0
spin multiplicity	2

***

Below is a single C2H4N4S molecule in a non-equilibrium geometry, with properties calculated with wB97M-V/def2-TZVPD.

Geometry as XYZ:
```
11
Properties=species:S:1:pos:R:3:forces:R:3
H -0.247 1.141 -2.636 0.23 -1.95 0.11
N -0.047 0.093 -2.494 -0.10 2.58 -1.44
C 0.035 -0.148 -1.276 -0.91 -2.47 0.26
N 0.277 -1.489 -0.782 1.22 2.59 4.12
C 0.530 -1.195 0.512 -0.78 -0.95 -4.99
N 0.410 0.083 1.008 -3.13 0.62 -1.20
S -0.948 -0.212 2.273 1.72 4.52 0.46
N -0.258 0.703 -0.204 2.22 1.56 1.28
H 0.749 -1.878 1.227 0.81 -2.44 1.79
H -0.779 1.332 2.775 -0.54 -3.72 -0.95
H 0.280 1.569 -0.402 -0.75 -0.35 0.58
```
Forces are in eV/Å.

Summary:
Kohn-Sham gap	9.141	eV
energy	-695.69899	hartree
energy relative to the best compared isomer or geometry (same formula, charge and spin)	349.0	kJ/mol
LUMO energy	-0.36	eV
total charge	0
spin multiplicity	1

***

Below is a single C4H9NOS molecule in a non-equilibrium geometry, with properties calculated with wB97M-V/def2-TZVPD.

Geometry as XYZ:
```
16
Properties=species:S:1:pos:R:3:forces:R:3
C -0.451 -0.924 -0.505 -0.90 1.35 -1.17
C 1.034 -0.709 -0.089 -1.16 -0.71 0.04
C -1.408 -0.630 0.691 -0.75 -1.18 0.23
C 1.594 1.646 0.084 0.44 -1.63 1.51
N 1.171 0.413 0.754 0.38 1.37 0.43
O -3.198 0.172 -1.072 -0.38 0.07 -0.93
S -2.970 0.250 0.387 0.67 0.03 0.29
H -0.669 -0.275 -1.443 -0.03 -0.66 1.84
H -0.530 -1.923 -0.908 -0.19 -0.40 0.15
H 1.230 -1.604 0.490 0.63 -0.17 0.21
H 1.594 -0.716 -1.014 0.55 0.15 -0.24
H -1.790 -1.444 1.382 0.82 0.00 -1.30
H -0.842 -0.058 1.377 0.43 1.09 0.76
H 2.679 1.692 0.204 0.27 -0.09 -0.44
H 1.296 1.573 -0.920 -0.12 0.51 -1.63
H 1.261 2.537 0.582 -0.64 0.28 0.24
```
Forces are in eV/Å.

Summary:
Kohn-Sham gap (spin up / spin down)	9.444 / 9.194	eV
energy	-685.85601	hartree
energy relative to the best compared isomer or geometry (same formula, charge and spin)	0.0	kJ/mol
LUMO energy (spin up / spin down)	1.03 / -0.49	eV
total charge	0
spin multiplicity	3

***

Below is 14 unconnected molecules or ions with the total composition C5H36N2O14 in a non-equilibrium geometry, with properties calculated with wB97M-V/def2-TZVPD.

Geometry as XYZ:
```
57
Properties=species:S:1:pos:R:3:forces:R:3
O -4.049 1.124 1.132 0.05 1.22 0.10
C -3.581 0.551 0.187 -1.01 -1.45 -0.48
C -3.283 -0.914 0.308 0.42 -2.19 -2.65
C -1.765 -1.031 0.271 1.11 -0.20 0.12
C -1.112 -2.414 0.019 0.31 -0.58 2.48
C 0.107 -2.469 2.076 1.56 -0.22 1.12
N 0.124 -2.384 0.824 1.15 -0.24 0.63
N -3.915 -1.503 1.431 0.00 2.28 1.06
H -3.484 0.939 -0.853 0.32 0.47 0.57
H -3.630 -1.502 -0.631 0.44 1.51 0.72
H -1.298 -0.632 1.189 -0.58 -0.50 -0.32
H -1.286 -0.355 -0.411 -0.24 0.59 -0.95
H -0.645 -2.689 -0.915 -1.17 0.29 -0.74
H -1.760 -3.249 0.404 0.37 0.64 -0.57
H -0.740 -2.588 2.699 -1.77 -0.19 0.28
H 0.986 -2.444 2.797 -0.38 0.18 -1.70
H -4.749 -0.951 1.649 0.27 -1.18 0.39
H -3.828 -2.472 1.606 -0.42 -0.62 -0.06
H 1.872 0.901 -2.745 -1.66 -0.65 -0.12
H 3.389 0.499 -2.945 -0.39 0.24 0.30
O 2.752 1.196 -2.721 2.22 1.03 -0.30
H 1.042 0.646 4.067 1.12 -0.80 0.15
H 2.528 -0.076 4.001 -1.12 0.54 0.19
O 1.554 -0.193 4.035 0.10 0.16 -0.05
H 3.544 -1.363 -1.020 -0.45 0.51 -1.48
H 2.951 -1.198 -2.463 -1.42 -0.01 -0.19
O 3.741 -1.357 -1.996 2.13 -0.88 1.35
H -2.668 0.670 3.213 1.18 -0.13 0.19
H -1.599 -0.282 2.742 0.08 -0.08 0.25
O -1.692 0.501 3.300 -1.57 0.37 0.01
H 1.210 1.176 2.086 1.06 -0.12 0.49
H -0.345 1.388 2.333 1.55 -0.72 -1.40
O 0.375 1.127 1.657 -2.67 0.61 1.14
H 1.603 1.943 -0.984 -1.19 -0.24 0.56
H 0.249 1.561 -0.137 0.24 0.77 0.53
O 0.858 1.306 -0.832 0.58 0.02 -1.76
H -0.563 0.455 -3.782 -0.20 -0.30 1.15
H 0.304 0.128 -4.990 -0.50 0.16 0.13
O -0.456 0.653 -4.693 0.46 0.40 -1.47
H -2.055 3.018 1.679 0.18 -0.03 -2.03
H -0.925 3.645 2.017 1.47 0.79 -0.48
O -1.271 3.368 1.157 -1.94 -0.60 2.40
H 2.864 3.187 0.414 -0.08 0.11 0.29
H 3.473 3.523 -0.885 -0.29 0.36 -0.07
O 2.750 3.819 -0.307 0.47 -0.72 -0.21
H 0.726 -2.415 -3.091 0.41 -0.94 0.35
H 1.157 -0.965 -3.119 1.04 0.88 0.74
O 0.553 -1.575 -3.489 -0.86 -0.20 -0.85
H 3.531 0.467 1.612 -0.92 -0.40 0.24
H 4.531 0.300 0.553 -0.31 1.13 0.60
O 4.224 0.973 1.211 1.41 -0.29 -0.82
H -1.110 -1.617 -2.558 0.20 0.41 -1.24
H -2.342 -1.915 -3.595 0.45 0.57 -1.32
O -1.978 -1.967 -2.733 -1.29 -0.93 2.33
H 1.598 0.057 -0.175 0.44 0.08 0.00
H 1.878 -1.355 0.408 -0.41 -0.07 0.12
O 2.321 -0.530 0.169 0.09 -0.86 0.30
```
Forces are in eV/Å.

Summary:
Kohn-Sham gap	9.585	eV
energy	-1374.84679	hartree
energy relative to the best compared isomer or geometry (same formula, charge and spin)	470.5	kJ/mol
LUMO energy	0.02	eV
total charge	0
spin multiplicity	1